DFT (wB97M-V/def2-TZVPD) results for a 9-piece molecular cluster, C4H25NO10 overall.

Geometry as XYZ:
```
40
C4H25NO10, DFT wB97M-V/def2-TZVPD
C -0.118 -1.274 2.951
N -0.305 -1.863 1.565
C 0.697 -2.692 0.892
C -0.931 -0.911 0.636
C -2.423 -1.205 0.631
O -3.167 -0.411 0.130
O -2.885 -2.217 1.280
H 0.535 -1.885 3.311
H -1.048 -1.106 3.498
H 0.307 -0.348 2.844
H 0.585 -3.621 1.610
H 0.234 -3.012 0.005
H 1.695 -2.213 0.602
H -0.624 -1.097 -0.607
H -0.758 0.160 0.902
H -2.219 -2.464 2.183
O -1.100 3.202 1.573
H -1.783 2.520 1.333
H -1.141 3.708 2.329
O -0.317 1.070 -1.871
H -1.261 0.941 -1.572
H -0.291 1.968 -1.624
O 2.790 -0.392 -3.514
H 2.947 -0.802 -2.689
H 2.315 0.363 -3.398
O 2.058 1.001 -0.592
H 1.680 1.313 -1.436
H 1.405 1.091 0.036
O -2.257 2.097 -0.434
H -2.567 1.203 -0.326
H -2.834 2.842 -0.602
O 0.191 -2.230 -3.827
H 0.128 -1.244 -3.857
H -0.774 -2.294 -3.566
O 0.700 3.793 -0.201
H 0.403 3.245 0.542
H -0.120 4.221 -0.430
O 3.361 -0.828 0.730
H 3.540 -0.638 -0.213
H 3.353 0.010 1.178
```

Computed properties:
Charge: 0
2S+1: 1
Structure (SMILES): CN(C)CC(=O)O.O.O.O.O.O.O.O.O
Energy above the lowest of the compared OMol25 structures with the same formula, charge and spin in kJ/mol: 599.1
Energy in Eh: -974.414215
HOMO in Ha: -0.3351
Gap between HOMO and LUMO in eV: 9.06